1.
Entry from OMol25: C4H5InO2 as an isolated structure in a non-equilibrium geometry (the ωB97M-V functional and the def2-TZVPD basis).

## Properties
- Energy relative to the best compared isomer or geometry (same formula, charge and spin): 69.27 kcal per mole
- Electronic energy: -495.05797 Eh
- Highest occupied orbital energy (spin up / spin down): -18.0 / -18.0 eV
- Frontier orbital gap (spin up / spin down): 4.70 / 5.60 eV

ORCA input file:
```
! wB97M-V def2-TZVPD RIJCOSX def2/J DEFGRID3
* xyz 2 1
H -1.52425 -0.73361 -2.83937
O -1.19090 -0.07541 -2.22357
C -0.38777 -0.71577 -1.25489
C 0.13271 0.26618 -0.28884
C 0.34301 1.44667 0.16090
H 0.46676 -1.23685 -1.72158
H -0.96126 -1.47672 -0.69679
H 0.14300 2.51141 0.18765
C 0.77674 0.25823 1.31520
O -0.01945 -0.27246 2.25889
In 0.41680 0.16661 3.89044
H 1.80460 -0.13828 1.21195
*
```

***

2.
Entry from OMol25: a 2-piece molecular cluster, C5H8N2 overall in a non-equilibrium geometry (the ωB97M-V functional and the def2-TZVPD basis).

## Properties
- Energy relative to the best compared isomer or geometry (same formula, charge and spin): 145.57 kcal per mole
- Electronic energy: -304.60352 Eh
- Highest occupied orbital energy (spin up / spin down): -10.2 / -7.7 eV
- Frontier orbital gap (spin up / spin down): 11.02 / 6.34 eV

ORCA input file:
```
! wB97M-V def2-TZVPD RIJCOSX def2/J DEFGRID3
* xyz 0 1
C 1.15064 1.37635 1.10493
C 1.42259 0.24020 0.14288
C 0.76560 -1.11877 0.28191
C -0.54325 -1.23874 0.86534
N -1.71062 -1.27025 0.96710
N 0.40973 -0.16715 -0.73659
C -2.12098 -0.25588 -1.62936
H 0.15541 1.26938 1.55040
H 1.89276 1.41819 1.91010
H 1.17322 2.32766 0.56250
H 2.44566 0.19151 -0.25436
H 1.34324 -2.04033 0.13466
H -1.17621 0.25225 -1.78702
H -2.52258 -0.92545 -2.38446
H -2.68520 -0.05897 -0.72802
*
```

***

3.
Entry from OMol25: C36H56Br2FIN5O2S2 as an isolated structure in a non-equilibrium geometry (the ωB97M-V functional and the def2-TZVPD basis).

## Properties
- Electronic energy: -8171.09304 Eh
- Highest occupied orbital energy: -11.0 eV
- Frontier orbital gap: 7.59 eV

ORCA input file:
```
! wB97M-V def2-TZVPD RIJCOSX def2/J DEFGRID3
* xyz 1 1
C 2.43472 -0.38989 5.17025
C 1.17253 -1.28382 4.99854
C 0.92891 -1.73502 3.51283
C 0.25068 -0.56806 2.70923
O 0.70010 -0.61041 1.34728
N 0.62031 0.58765 0.64059
C 2.07518 0.99357 0.56165
N 2.61937 1.30957 1.89592
C -0.37842 1.59662 0.99658
C 0.03820 2.93597 1.68565
C -1.19297 3.71599 2.29125
C -1.52971 5.03800 1.50260
C -0.93208 6.25216 2.30910
C -0.43437 7.43076 1.41195
C 0.50798 7.00111 0.24240
C 1.63835 6.00398 0.65455
S 3.27344 6.72692 0.16123
C 4.29104 5.28952 -0.14278
N 5.49828 5.23591 -0.61650
N 5.93828 3.95377 -0.68234
C 4.95738 3.22913 -0.20995
O 3.90147 3.99353 0.12096
C -1.10098 2.06505 -0.33216
F -0.26149 2.89989 -1.06205
C -1.41073 0.63431 -0.99291
C -2.49513 -0.23925 -0.27915
C -3.59588 0.54667 0.52122
C -5.04790 -0.02469 0.35527
N -5.76076 -0.25842 1.62935
C -1.86977 1.07832 -2.43345
Br -3.43215 2.33783 -2.37192
C -2.34475 -0.01806 -3.45981
C -1.72603 -1.42200 -3.40731
Br -1.91365 0.70877 -5.26999
C 0.07757 0.09016 -0.79767
S 0.22847 -1.78548 -0.76373
I 1.42657 0.43849 -2.51933
H 2.61013 0.27316 4.29862
H 2.38282 0.27711 6.05922
H 3.37077 -0.97759 5.30808
H 0.29761 -0.71224 5.38372
H 1.30194 -2.15633 5.67295
H 0.27125 -2.62184 3.55454
H 1.92721 -1.97579 3.09870
H -0.84382 -0.68820 2.85475
H 0.53402 0.35797 3.25907
H 2.69772 0.14732 0.21533
H 2.22233 1.91359 -0.03374
H 3.07832 2.21987 1.84828
H 3.37312 0.65964 2.11838
H -1.27069 1.31190 1.58969
H 0.63474 2.65207 2.58519
H 0.69840 3.58320 1.08559
H -0.96804 3.95751 3.35055
H -2.11617 3.09201 2.31550
H -1.15643 4.96357 0.46423
H -2.63691 5.13694 1.50726
H -0.12860 5.88987 2.99166
H -1.74215 6.59562 2.99163
H -1.34314 7.93098 1.00833
H 0.07730 8.15107 2.09069
H -0.14045 6.55754 -0.54376
H 0.95119 7.92391 -0.18392
H 1.53971 5.10215 0.01266
H 1.66294 5.75943 1.73079
H 5.06802 2.14323 -0.12550
H -1.95461 2.69448 -0.04333
H -2.04962 -0.95174 0.45400
H -3.03893 -0.89376 -0.99294
H -3.35472 0.44011 1.60950
H -3.64704 1.63136 0.33430
H -5.07387 -0.95755 -0.25264
H -5.65152 0.72161 -0.21293
H -6.12317 -1.20834 1.61634
H -5.14965 -0.20743 2.44024
H -1.12593 1.70281 -2.96343
H -3.45101 -0.07520 -3.45368
H -2.19200 -2.01932 -4.22457
H -0.63809 -1.47520 -3.59308
H -1.93956 -1.99748 -2.48129
H 1.55937 -2.01336 -0.93950
C -0.46260 -6.30191 -5.94412
C -1.40662 -6.00857 -4.96846
C -1.10510 -5.10332 -3.95974
C 0.13751 -4.48446 -3.93194
C 1.08057 -4.77465 -4.90953
C 0.78222 -5.68654 -5.91349
H -0.69693 -7.01043 -6.72888
H -2.37817 -6.48683 -4.99411
H -1.83962 -4.87961 -3.19465
H 0.37109 -3.77404 -3.14624
H 2.05015 -4.29024 -4.88842
H 1.51928 -5.91707 -6.67272
C 1.67303 -7.74336 -1.32057
C 1.43766 -8.17673 -0.02165
C 1.12503 -7.25812 0.97251
C 1.03863 -5.90637 0.66527
C 1.27108 -5.47572 -0.63430
C 1.59184 -6.39142 -1.62561
H 1.91941 -8.45926 -2.09494
H 1.49838 -9.23163 0.21628
H 0.94780 -7.59581 1.98625
H 0.78997 -5.18911 1.43934
H 1.20323 -4.41989 -0.87792
H 1.77732 -6.05216 -2.63526
*
```

***

4.
Entry from OMol25: an isolated ion of composition C8H11N2S and charge +1 in a non-equilibrium geometry (the ωB97M-V functional and the def2-TZVPD basis).

## Properties
- Energy relative to the best compared isomer or geometry (same formula, charge and spin): 38.56 kcal per mole
- Electronic energy: -818.69219 Eh
- Highest occupied orbital energy (spin up / spin down): -9.5 / -13.7 eV
- Frontier orbital gap (spin up / spin down): 5.06 / 7.19 eV

ORCA input file:
```
! wB97M-V def2-TZVPD RIJCOSX def2/J DEFGRID3
* xyz 1 3
C -0.53780 -2.87287 -1.32008
C -0.90302 -1.64166 -0.78821
C 0.15351 -2.76151 -2.51148
C 0.77070 1.48437 2.24896
C 0.48534 0.66991 1.21450
C -0.62420 0.83296 -0.95476
C 1.58681 0.96087 3.44246
C -1.32809 1.93032 -1.81936
N -0.22813 1.19276 0.19143
N -0.48070 -0.57363 -1.50914
S 0.37789 -1.12485 -2.89214
H -0.73383 -3.81833 -0.85430
H -1.41245 -1.50923 0.04540
H 0.56972 -3.58659 -3.08661
H 0.44012 2.43924 2.16089
H 0.86614 -0.31361 1.25820
H 2.32524 1.63272 3.70851
H 0.93458 0.70168 4.22666
H 2.10365 0.09526 3.14055
H -0.89460 1.95215 -2.79949
H -2.28994 1.49029 -1.89075
H -1.18094 2.81974 -1.21124
*
```

***

5.
Entry from OMol25: C33H50CoN3OP2 as an isolated structure in a non-equilibrium geometry (the ωB97M-V functional and the def2-TZVPD basis).

## Properties
- Energy relative to the best compared isomer or geometry (same formula, charge and spin): 23.40 kcal per mole
- Electronic energy: -3592.15213 Eh
- Highest occupied orbital energy (spin up / spin down): -9.4 / -10.1 eV
- Frontier orbital gap (spin up / spin down): 7.28 / 6.73 eV

ORCA input file:
```
! wB97M-V def2-TZVPD RIJCOSX def2/J DEFGRID3
* xyz 1 4
C -1.70302 -1.49601 -2.20086
C 0.59811 -1.68797 -2.59694
C -1.96751 -2.42604 -3.20334
C 0.38791 -2.63413 -3.61122
C -0.90777 -3.02242 -3.89422
H -3.01200 -2.69098 -3.39785
H 1.24320 -3.00874 -4.16740
H -1.11447 -3.76566 -4.66587
N -0.43890 -1.28573 -1.78670
P -2.31578 -0.00849 0.08168
P 2.23709 -0.39151 -0.80560
C -2.72795 -0.54151 -1.66449
H -2.73575 0.35989 -2.30885
H -3.73252 -0.96432 -1.75195
C 0.41021 1.37012 0.64222
O 0.72027 2.25663 1.33888
C 1.81367 -0.92388 -2.51630
H 2.63777 -1.29330 -3.14377
C 3.70837 0.74513 -1.17706
C 2.55332 -1.76390 0.56115
C -3.10184 1.73444 0.14140
C -3.35962 -1.32934 1.03434
C 3.30590 2.17735 -0.76780
H 2.85703 2.20882 0.22981
H 4.21518 2.79314 -0.75736
H 2.60446 2.62848 -1.47630
C 4.96877 0.36530 -0.38632
H 4.81998 0.34148 0.70151
H 5.41483 -0.56461 -0.75372
H 5.69722 1.17023 -0.57186
C 4.14408 0.73171 -2.65139
H 4.92068 1.51121 -2.77451
H 4.60013 -0.23407 -2.90938
H 3.32984 0.94598 -3.34968
C 2.78787 -1.05198 1.91105
H 1.90309 -0.45845 2.20149
H 2.95362 -1.79511 2.71925
H 3.65796 -0.37990 1.91171
C 1.26227 -2.59588 0.66914
H 0.41563 -1.95716 0.96550
H 1.02553 -3.10951 -0.28108
H 1.35572 -3.36133 1.46240
C 3.71660 -2.67254 0.14448
H 4.68699 -2.15938 0.14522
H 3.80394 -3.53202 0.84245
H 3.52632 -3.11145 -0.85733
C -3.97942 -0.70932 2.29073
H -4.47622 -1.52640 2.83841
H -3.22446 -0.25112 2.93944
H -4.75334 0.03256 2.04788
C -2.39442 -2.45258 1.42596
H -1.95834 -2.94543 0.54608
H -1.59114 -2.08961 2.07646
H -2.97392 -3.20769 1.97793
C -4.50459 -1.97495 0.22065
H -4.98113 -2.70767 0.89926
H -5.27591 -1.24258 -0.08310
H -4.12889 -2.53593 -0.65104
C -2.30212 2.67188 -0.78712
H -2.25788 2.29808 -1.81442
H -2.77688 3.66442 -0.80211
H -1.26685 2.79678 -0.44531
C -3.00810 2.28091 1.58897
H -2.06669 1.98322 2.07757
H -3.05547 3.38415 1.57286
H -3.84115 1.92288 2.21053
C -4.55085 1.66633 -0.35198
H -4.59733 1.35667 -1.40555
H -5.18192 1.01145 0.26398
H -4.97802 2.67801 -0.28782
Co -0.02004 0.18958 -0.53691
N 0.31107 1.35231 -2.10094
C 0.94936 1.00099 -3.10233
C 1.17501 1.52130 -4.44102
C 1.22619 2.92324 -4.57000
C 1.21274 0.71306 -5.59854
C 1.17016 3.51761 -5.83084
H 1.29385 3.55219 -3.67429
C 1.18137 1.32043 -6.86259
H 1.24639 -0.37675 -5.49730
C 1.07056 2.71547 -6.97530
H 1.19646 4.60631 -5.91735
H 1.21868 0.70352 -7.77159
H 0.93047 3.16662 -7.96228
C -0.08730 0.39853 5.35021
C -0.40781 0.14767 3.95568
N -0.68375 -0.06979 2.84392
H -0.95790 0.83857 5.85528
H 0.75778 1.09517 5.42521
H 0.17604 -0.54296 5.85028
*
```

***

6.
Entry from OMol25: a 2-piece molecular cluster, C6H12O overall in a non-equilibrium geometry (the ωB97M-V functional and the def2-TZVPD basis).

## Properties
- Energy relative to the best compared isomer or geometry (same formula, charge and spin): 26.07 kcal per mole
- Electronic energy: -310.96199 Eh
- Highest occupied orbital energy (spin up / spin down): 0.2 / -2.2 eV
- Frontier orbital gap (spin up / spin down): 2.74 / 5.11 eV

ORCA input file:
```
! wB97M-V def2-TZVPD RIJCOSX def2/J DEFGRID3
* xyz -1 2
C 1.43294 2.52212 -1.04743
C 0.87204 1.30547 -0.39246
C 1.10268 0.04372 -0.92224
C 1.89429 -0.30410 -2.15159
C -0.48512 0.50869 1.57393
C 0.20482 1.48388 0.84061
H 0.75510 3.37643 -1.12620
H 2.32484 2.94849 -0.55864
H 1.79212 2.35086 -2.06402
H 0.92939 -0.83932 -0.30808
H 1.27941 -0.81261 -2.89377
H 2.23688 0.56914 -2.71716
H 2.76922 -0.94822 -1.97424
H -0.68242 -0.44947 1.12582
H -1.19457 0.86247 2.30121
H -0.06446 2.52269 1.04182
H -4.22441 -4.51751 2.65058
H -3.61575 -4.86543 1.24936
O -4.16431 -4.24164 1.73747
*
```